Entry w
{"formula": "C5H5FO", "method": "the ωB97M-V functional and the def2-TZVPD basis", "gap_ev": 10.37, "spin_multiplicity": 1, "species": ["C", "C", "C", "C", "C", "O", "F", "H", "H", "H", "H", "H"], "coordinates": [[0.9033, 0.6057, -0.5738], [0.9013, 0.3871, 0.9150], [-3.4044, -0.6329, -1.0453], [-0.2602, 0.6920, -1.3659], [1.2521, -0.7476, 1.4861], [-3.8817, -1.5055, -0.4823], [-0.1699, 1.0120, -2.6629], [1.8684, 1.0109, -0.8194], [0.9039, 1.2342, 1.5429], [-0.9793, 0.2402, -0.3428], [1.2094, -0.8204, 2.5637], [1.6571, -1.4758, 0.7848]], "nbo_charge": [-0.34, -0.24, 0.51, 0.22, -0.37, -0.50, -0.31, 0.21, 0.20, 0.21, 0.21, 0.20]}

Entry x
{"formula": "C5H5FO", "method": "the ωB97M-V functional and the def2-TZVPD basis", "gap_ev": 8.58, "spin_multiplicity": 1, "species": ["C", "C", "C", "C", "C", "O", "F", "H", "H", "H", "H", "H"], "coordinates": [[-0.0603, -2.3900, -0.5746], [0.5524, -1.3927, -0.2333], [-0.2797, 0.8692, 0.6944], [-0.7363, 1.5359, -0.4854], [1.3770, -0.4151, 0.4531], [-0.9205, 0.5541, 1.6509], [1.5132, -0.6558, 1.8101], [-0.6629, -3.2598, -0.6943], [-1.5363, 0.8151, -0.9619], [-1.3264, 2.4357, -0.2992], [-0.1392, 1.7325, -1.3218], [2.2190, 0.1708, -0.0380]], "nbo_charge": [-0.20, -0.12, 0.62, -0.77, 0.06, -0.49, -0.34, 0.24, 0.27, 0.25, 0.24, 0.21]}

Relative stability in kcal/mol, measured from the most stable structure: entry w 0.0; entry x 5.2

Entry w
{"formula": "C2H7N3O2", "method": "the ωB97M-V functional and the def2-TZVPD basis", "gap_ev": [3.86, 6.79], "spin_multiplicity": 3, "species": ["C", "C", "N", "N", "N", "O", "O", "H", "H", "H", "H", "H", "H", "H"], "coordinates": [[-1.5776, 0.2757, 0.0004], [0.9286, 0.7264, 0.5297], [1.4466, 1.3989, -0.6294], [-0.2423, -0.2216, 0.2891], [-0.0456, -1.6177, 0.0535], [-2.3478, -0.6995, -0.4365], [-1.8766, 1.4028, 0.3036], [0.5552, 1.5010, 1.1437], [1.6921, 0.2460, 1.1685], [1.9082, 0.7856, -1.3360], [0.5928, 1.6912, -1.0648], [0.0700, -2.3079, 0.7470], [-1.7878, -1.4555, -0.1958], [0.6844, -1.7256, -0.5730]], "lowdin_spin": [0.44, 0.05, 0.06, 0.65, 0.12, 0.09, 0.46, 0.01, 0.01, 0.01, 0.02, 0.02, 0.02, 0.03]}

Entry x
{"formula": "C2H7N3O2", "method": "the ωB97M-V functional and the def2-TZVPD basis", "gap_ev": [6.50, 9.32], "spin_multiplicity": 3, "species": ["C", "C", "N", "N", "N", "O", "O", "H", "H", "H", "H", "H", "H", "H"], "coordinates": [[-1.7634, 0.2702, -0.0837], [0.1357, -0.3248, -1.5689], [0.2926, 0.0530, 0.8785], [-0.3076, 0.1775, -0.2507], [1.5871, 0.0751, 0.9612], [2.4707, 0.0828, 0.1156], [1.9929, -0.1340, 2.3604], [-2.2106, 1.2079, -0.3893], [-2.2945, -0.4837, -0.6622], [-1.9614, 0.0187, 1.0241], [-0.1664, 0.4137, -2.2167], [1.1954, -0.6146, -1.5954], [-0.4508, -1.2820, -1.5552], [1.4803, 0.5402, 2.9822]], "lowdin_spin": [0.02, 0.04, 0.50, 0.39, 0.49, 0.47, 0.03, 0.01, 0.01, 0.01, 0.00, 0.00, 0.02, 0.01]}

Relative stability in kcal/mol, measured from the most stable structure: entry w 0.0; entry x 22.1

Entry w
{"formula": "C18H54O13", "method": "the ωB97M-V functional and the def2-TZVPD basis", "gap_ev": 10.37, "spin_multiplicity": 1, "smiles": "OCCO.OCCO.OCCO.OCCO.CCO.CCO.CCO.CCO.CCO", "species": ["O", "C", "C", "O", "H", "H", "H", "H", "H", "H", "O", "C", "C", "O", "H", "H", "H", "H", "H", "H", "O", "C", "C", "O", "H", "H", "H", "H", "H", "H", "O", "C", "C", "O", "H", "H", "H", "H", "H", "H", "C", "C", "O", "H", "H", "H", "H", "H", "H", "C", "C", "O", "H", "H", "H", "H", "H", "H", "C", "C", "O", "H", "H", "H", "H", "H", "H", "C", "C", "O", "H", "H", "H", "H", "H", "H", "C", "C", "O", "H", "H", "H", "H", "H", "H"], "coordinates": [[3.9039, -1.9786, -1.3875], [2.5200, -1.8422, -1.7155], [2.3773, -1.3322, -3.0925], [2.9166, -2.0499, -4.1423], [3.9279, -2.8077, -0.8399], [1.9644, -2.7513, -1.5442], [2.0476, -1.0563, -1.0955], [2.7243, -0.2820, -3.1062], [1.3039, -1.2963, -3.3420], [3.8206, -2.2602, -3.8440], [2.0208, 0.8876, -5.7249], [1.0515, 1.4011, -4.8038], [0.7850, 2.7916, -5.2456], [1.9514, 3.5634, -5.0374], [2.2750, 0.0302, -5.4214], [0.2030, 0.7204, -4.6642], [1.4744, 1.4660, -3.7889], [0.0208, 3.2896, -4.6570], [0.5708, 2.7546, -6.3233], [2.6341, 3.0435, -5.4246], [-3.5800, -5.2488, -0.7333], [-3.0127, -4.0495, -0.1569], [-2.3822, -4.4894, 1.1378], [-1.4020, -5.5005, 0.8339], [-3.7593, -5.0662, -1.6676], [-2.1659, -3.6669, -0.7772], [-3.7828, -3.2645, -0.0237], [-3.1427, -4.8896, 1.8762], [-1.8913, -3.5998, 1.5529], [-1.7994, -6.0871, 0.1721], [0.7322, 1.0153, -1.3829], [-0.1155, 0.8817, -0.2821], [-1.1873, -0.1980, -0.6195], [-1.9006, -0.5470, 0.5331], [1.3272, 1.7438, -1.1916], [0.4597, 0.4820, 0.5943], [-0.5258, 1.8602, 0.0299], [-0.7274, -1.1403, -0.9486], [-1.8867, 0.1383, -1.3463], [-2.5143, 0.1592, 0.7506], [1.1487, -2.6126, 1.9552], [1.0204, -1.3093, 2.6825], [-0.2797, -0.8984, 2.9330], [2.1008, -2.6417, 1.4744], [0.4459, -2.5709, 1.1456], [0.9107, -3.5198, 2.5028], [1.6058, -0.5509, 2.1307], [1.4492, -1.3187, 3.7112], [-0.7896, -0.8581, 2.1046], [-4.7513, -1.8998, 2.8487], [-5.6005, -1.7622, 1.6115], [-5.0903, -0.8513, 0.5931], [-3.7044, -2.1032, 2.5693], [-5.1923, -2.6887, 3.4765], [-4.7813, -0.9451, 3.4165], [-6.6491, -1.4684, 1.8050], [-5.6502, -2.6945, 1.0873], [-4.4808, -0.2318, 1.0332], [4.4012, 1.8448, -0.3320], [3.9953, 2.9416, -1.2607], [2.5516, 3.1781, -1.1926], [4.0108, 0.9323, -0.7477], [3.9665, 2.0402, 0.6327], [5.4911, 1.8664, -0.3271], [4.3172, 2.7547, -2.2736], [4.4205, 3.9004, -1.0393], [2.2929, 3.5938, -2.0119], [1.8592, 2.6597, 2.3735], [3.0019, 3.4776, 2.9311], [2.7884, 4.9032, 2.9665], [0.9615, 3.0388, 2.8027], [1.8722, 1.5803, 2.5363], [1.7628, 2.8218, 1.2876], [3.9114, 3.2276, 2.4043], [3.0794, 3.2100, 3.9871], [2.5838, 5.2378, 2.0828], [-2.1460, 1.5541, 3.1621], [-3.3482, 2.1935, 2.4885], [-3.4927, 1.5801, 1.1753], [-2.4313, 0.5603, 3.5092], [-1.8104, 2.2402, 3.9312], [-1.2934, 1.5004, 2.4814], [-3.0769, 3.2293, 2.3584], [-4.3275, 2.0438, 3.0078], [-4.2892, 1.9904, 0.8349]], "mulliken_charge": [-0.58, -0.12, -0.23, -0.61, 0.33, 0.59, -0.03, 0.09, 0.24, 0.36, -0.58, 0.21, -0.57, -0.53, 0.31, 0.33, -0.10, 0.34, 0.29, 0.32, -0.58, -0.04, 0.01, -0.55, 0.30, 0.21, 0.18, 0.25, -0.13, 0.34, -0.29, 0.58, -0.95, 0.22, 0.13, -0.38, 0.59, 0.06, 0.40, -0.11, -0.93, 0.26, -0.46, 0.39, 0.03, 0.29, -0.26, 0.41, 0.07, -0.75, -0.41, -0.56, 0.03, 0.38, 0.28, 0.30, 0.35, 0.36, -0.37, -0.37, -0.62, -0.07, -0.15, 0.41, 0.32, 0.40, 0.23, -0.55, -0.41, -0.52, 0.44, 0.16, 0.10, 0.27, 0.31, 0.29, -0.42, -0.42, -0.55, 0.18, 0.45, -0.16, 0.36, 0.31, 0.26]}

Entry x
{"formula": "C18H54O13", "method": "the ωB97M-V functional and the def2-TZVPD basis", "gap_ev": 9.90, "spin_multiplicity": 1, "smiles": "OCCO.OCCO.OCCO.OCCO.CCO.CCO.CCO.CCO.CCO", "species": ["O", "C", "C", "O", "H", "H", "H", "H", "H", "H", "O", "C", "C", "O", "H", "H", "H", "H", "H", "H", "O", "C", "C", "O", "H", "H", "H", "H", "H", "H", "O", "C", "C", "O", "H", "H", "H", "H", "H", "H", "C", "C", "O", "H", "H", "H", "H", "H", "H", "C", "C", "O", "H", "H", "H", "H", "H", "H", "C", "C", "O", "H", "H", "H", "H", "H", "H", "C", "C", "O", "H", "H", "H", "H", "H", "H", "C", "C", "O", "H", "H", "H", "H", "H", "H"], "coordinates": [[6.2355, -37.5289, -13.4076], [7.1998, -37.2215, -12.3833], [6.6023, -36.5246, -11.1444], [6.1428, -35.2264, -11.5041], [5.7370, -36.7158, -13.5175], [7.7880, -38.1253, -12.2241], [7.8623, -36.6288, -13.0140], [7.3112, -36.5132, -10.3164], [5.6832, -36.9675, -10.7609], [6.8638, -34.6440, -11.7541], [6.5551, -29.6172, -5.1674], [5.7283, -28.8927, -6.0207], [4.2259, -29.3572, -5.9041], [4.0939, -30.7637, -5.7456], [6.4703, -29.4337, -4.2290], [5.7589, -27.8219, -5.8196], [5.8963, -29.0487, -7.0864], [3.5493, -28.9437, -6.6519], [3.7719, -29.0497, -4.9621], [4.9112, -31.1527, -5.4257], [6.7351, -34.8176, -16.8845], [5.8572, -35.4388, -16.0742], [5.3799, -34.6921, -14.8574], [4.2974, -35.4341, -14.2565], [6.3288, -34.6949, -17.7456], [4.9584, -35.4500, -16.6907], [6.0755, -36.5055, -16.0242], [4.8607, -33.7587, -15.0751], [6.2461, -34.6642, -14.1963], [4.1566, -35.2022, -13.3356], [-0.6688, -36.2788, -13.1967], [0.0420, -35.8824, -11.9954], [0.9989, -34.7624, -12.2718], [1.7611, -34.4864, -11.1613], [-0.9671, -37.1706, -13.0035], [-0.4804, -35.6926, -11.0578], [0.5538, -36.8127, -11.7489], [0.5567, -33.8092, -12.5613], [1.6064, -34.9769, -13.1511], [2.4995, -33.9629, -11.4812], [7.3910, -29.6827, -9.7565], [7.2277, -28.1761, -9.8791], [6.8763, -27.9585, -11.2483], [7.6625, -29.9574, -8.7372], [8.1515, -30.0019, -10.4691], [6.4326, -30.1258, -10.0271], [8.0892, -27.5774, -9.5835], [6.4132, -27.8899, -9.2136], [6.3527, -27.1607, -11.3528], [7.8615, -34.5446, -8.4245], [7.3767, -34.3620, -7.0282], [6.7229, -35.4765, -6.6187], [8.3744, -35.5039, -8.4937], [8.5631, -33.7558, -8.6961], [6.9966, -34.5692, -9.0874], [6.6781, -33.5279, -6.9618], [8.1226, -34.1411, -6.2646], [5.8071, -35.3177, -6.3786], [1.3902, -29.9274, -11.9528], [-0.1154, -29.8721, -11.4454], [-0.2920, -28.6161, -10.9019], [2.1382, -30.2543, -11.2304], [1.6354, -28.9665, -12.4051], [1.5127, -30.8090, -12.5820], [-0.3797, -30.6422, -10.7207], [-0.8498, -29.9341, -12.2485], [0.1442, -28.7184, -10.0528], [3.9683, -37.7683, -8.5079], [3.3704, -36.3335, -8.5092], [2.0894, -36.4147, -9.2411], [3.3330, -38.3892, -7.8763], [4.9861, -37.7305, -8.1194], [4.1624, -38.2235, -9.4791], [4.1232, -35.6820, -8.9531], [3.1271, -36.0124, -7.4964], [1.6694, -35.5579, -9.3466], [4.0134, -32.5801, -9.1330], [4.6240, -32.5154, -10.5275], [4.1213, -33.2352, -11.5127], [2.9474, -32.3576, -9.1799], [4.5013, -32.0095, -8.3427], [3.9511, -33.6087, -8.7775], [5.6524, -32.8761, -10.5463], [4.7496, -31.4842, -10.8576], [4.5557, -34.0644, -11.2999]], "mulliken_charge": [-0.59, -0.43, -0.01, -0.24, 0.26, 0.41, 0.26, 0.15, -0.03, 0.20, -0.55, 0.04, -0.57, -0.51, 0.33, 0.32, -0.10, 0.37, 0.32, 0.32, -0.54, -0.66, 0.14, -0.60, 0.36, 0.33, 0.32, 0.35, 0.01, 0.32, -0.54, -0.55, -0.05, -0.27, 0.33, 0.27, 0.24, 0.24, 0.22, 0.37, -0.73, -0.26, -0.53, 0.34, 0.38, -0.01, 0.31, 0.24, 0.30, -0.53, -0.07, -0.54, 0.33, 0.39, -0.23, 0.00, 0.33, 0.32, -0.75, -0.34, -0.53, 0.15, 0.34, 0.26, 0.27, 0.30, 0.31, -1.44, 0.79, -0.54, 0.39, 0.34, 0.34, -0.51, 0.37, 0.26, -0.54, -0.47, -0.53, 0.27, 0.38, -0.33, 0.39, 0.25, 0.27]}

Relative stability in kcal/mol, measured from the most stable structure: entry w 0.0; entry x 75.7

Entry w
{"formula": "C11H12NP", "method": "the ωB97M-V functional and the def2-TZVPD basis", "gap_ev": 7.81, "spin_multiplicity": 1, "smiles": "C1=C\\PNC/C=c2/cccc/c2=C/1", "species": ["C", "C", "P", "N", "C", "C", "C", "C", "C", "C", "C", "C", "C", "H", "H", "H", "H", "H", "H", "H", "H", "H", "H", "H", "H"], "coordinates": [[-1.2208, 1.6954, -0.8416], [-2.3705, 1.0903, -1.0693], [-3.4497, 0.2743, 0.1923], [-2.7263, -1.2192, 0.4074], [-1.3679, -1.5850, 0.7781], [-0.2933, -1.4856, -0.2983], [0.7256, -0.6165, -0.4261], [1.9913, -0.8012, -1.0529], [3.1687, -0.3887, -0.5023], [3.1815, 0.5667, 0.5926], [1.9935, 0.8931, 1.1553], [0.7398, 0.6049, 0.3928], [-0.1783, 1.6226, 0.2306], [-0.7233, 2.3410, -1.7678], [-2.7354, 1.2991, -1.9900], [-2.8968, 0.8500, 1.4300], [-3.1340, -2.0744, 0.1549], [-1.2733, -2.5646, 1.0600], [-0.9088, -0.8788, 1.4948], [-0.3567, -2.2910, -0.8793], [1.9214, -1.6335, -1.8680], [4.0359, -0.7372, -0.9297], [4.0495, 0.8554, 1.1125], [2.0329, 1.5538, 1.9880], [-0.2051, 2.6291, 0.6361]], "nbo_charge": [-0.15, -0.53, 0.77, -0.95, -0.25, -0.11, -0.09, -0.18, -0.22, -0.23, -0.18, -0.05, -0.20, 0.20, 0.21, -0.07, 0.39, 0.20, 0.20, 0.17, 0.21, 0.21, 0.21, 0.21, 0.22]}

Entry x
{"formula": "C11H12NP", "method": "the ωB97M-V functional and the def2-TZVPD basis", "gap_ev": [6.93, 6.58], "spin_multiplicity": 1, "species": ["C", "C", "C", "C", "C", "C", "C", "C", "C", "C", "C", "N", "P", "H", "H", "H", "H", "H", "H", "H", "H", "H", "H", "H", "H"], "coordinates": [[0.6733, 1.4184, -3.8428], [-0.2660, 1.8265, -2.8993], [1.8518, 0.7660, -3.5096], [-0.0665, -1.3066, 3.1186], [-1.1145, -1.6063, 2.0556], [0.1198, 1.7826, -1.5159], [2.1011, 0.4683, -2.1451], [0.8827, -0.4827, 2.5820], [-0.5860, -0.7994, 0.9686], [1.2486, 1.0045, -1.1655], [-2.5128, -1.2671, 2.5223], [0.5354, -0.0995, 1.2617], [1.7767, 0.8146, 0.5961], [0.3970, 1.2924, -4.8889], [-0.9590, 2.5790, -3.2686], [2.4044, 0.2850, -4.3433], [-0.0632, -1.7830, 4.1256], [-1.2744, -2.6090, 1.7829], [-0.5537, 2.0494, -0.7912], [3.1239, 0.2313, -1.7617], [1.7857, -0.1884, 3.1268], [-0.9246, -0.7578, -0.0524], [-2.4372, -0.5153, 3.3648], [-3.2192, -0.9462, 1.7664], [-2.9235, -2.1568, 2.9130]], "nbo_charge": [-0.22, -0.22, -0.21, -0.19, -0.32, -0.19, -0.21, -0.04, -0.01, -0.35, -0.59, -0.56, 0.49, 0.21, 0.22, 0.22, 0.23, 0.23, 0.21, 0.22, 0.24, 0.21, 0.21, 0.22, 0.20]}

Relative stability in kcal/mol, measured from the most stable structure: entry w 23.6; entry x 0.0

Entry w
{"formula": "C4H4NO", "method": "the ωB97M-V functional and the def2-TZVPD basis", "gap_ev": [7.67, 7.67], "charge": 1, "spin_multiplicity": 1, "species": ["C", "C", "C", "C", "N", "O", "H", "H", "H", "H"], "coordinates": [[1.2060, -0.9412, 0.1840], [0.8070, 0.9097, -0.2123], [0.0527, -0.2113, 0.1150], [-1.4160, -0.4530, 0.0932], [2.3982, -0.4450, 0.3116], [2.1360, 0.7547, -0.0688], [0.2562, 1.6532, -0.7632], [-1.8820, 0.3228, 0.7995], [-1.5612, -1.4085, 0.4501], [-1.9968, -0.1815, -0.9092]], "nbo_charge": [0.63, 0.21, -0.13, -0.65, -0.04, -0.13, 0.28, 0.28, 0.26, 0.29]}

Entry x
{"formula": "C4H4NO", "method": "the ωB97M-V functional and the def2-TZVPD basis", "gap_ev": [7.45, 8.04], "charge": 1, "spin_multiplicity": 1, "species": ["C", "C", "C", "C", "N", "O", "H", "H", "H", "H"], "coordinates": [[0.8215, 1.1453, -0.1346], [-0.7658, -0.9488, -0.1001], [1.5567, -0.0821, 0.1392], [-0.4525, 1.4278, -0.0289], [0.6486, -0.9172, 0.1252], [-1.3685, 0.2556, 0.2421], [-0.7727, -1.1444, -1.2392], [-1.2756, -1.7666, 0.6621], [2.6582, -0.3730, 0.3976], [-1.0499, 2.4033, -0.0634]], "nbo_charge": [0.21, 0.02, 0.10, 0.08, -0.15, -0.42, 0.24, 0.31, 0.30, 0.32]}

Relative stability in kcal/mol, measured from the most stable structure: entry w 22.9; entry x 0.0